(1)
Density functional theory data (ωB97M-V/def2-TZVPD) for a structure of composition C14H14MgN2O2S2 at a distorted geometry.

CARTESIAN COORDINATES (ANGSTROEM)
C: -0.428 1.173 -3.945
C: 0.977 1.267 -3.658
C: 1.150 2.136 -2.546
C: -0.130 2.624 -2.162
C: -1.111 2.064 -3.038
Mg: -0.423 0.219 -1.932
N: -1.506 -1.431 -2.580
C: -0.355 -2.351 -2.395
C: 0.945 -1.636 -2.157
H: 2.110 2.469 -2.144
H: 1.774 0.798 -4.236
H: -0.329 3.375 -1.393
H: -2.178 2.306 -3.059
H: -0.880 0.629 -4.771
H: 1.488 -1.385 -3.078
H: -0.532 -3.195 -1.678
H: -2.283 -1.764 -2.006
H: 1.566 -2.057 -1.363
H: -0.312 -2.737 -3.453
O: 2.264 1.991 2.415
S: 1.916 0.621 2.085
O: 2.945 -0.376 1.912
N: 0.801 0.590 0.798
C: -0.452 0.415 1.239
S: -1.762 0.699 0.233
C: -0.534 -0.033 2.629
C: -1.612 -0.572 3.310
C: -1.458 -1.035 4.621
C: -0.205 -0.905 5.263
C: 0.907 -0.356 4.576
C: 0.716 0.026 3.244
H: -2.539 -0.626 2.760
H: -2.301 -1.478 5.143
H: -0.103 -1.235 6.297
H: 1.874 -0.227 5.069

## Properties
Lowest unoccupied orbital energy (spin up / spin down) (eV): 4.626 / 4.626
Net charge: -2

(2)
Density functional theory data (ωB97M-V/def2-TZVPD) for the molecule C3H6FN3S at a distorted geometry.

CARTESIAN COORDINATES (ANGSTROEM)
C: 2.011 0.848 -0.185
C: -0.406 -0.116 0.020
C: -0.266 -0.435 1.519
H: -0.047 1.629 -2.153
H: 0.830 0.139 -2.637
H: 2.798 1.015 -1.130
H: 3.116 1.035 1.244
H: -0.378 0.510 2.248
H: 1.018 -0.436 1.543
N: 0.671 0.965 -2.012
N: 0.689 0.477 -0.639
N: 2.110 1.024 1.113
F: -1.132 -1.521 1.718
S: -1.842 -0.579 -0.746

## Properties
Lowest unoccupied orbital energy (eV): -0.006
SMILES: [H]/N=C/N(N)C(=S)CF

(3)
Density functional theory data (ωB97M-V/def2-TZVPD) for a cluster of 5 separate species, C2H14NO5 in total at a distorted geometry.

CARTESIAN COORDINATES (ANGSTROEM)
C: 0.477 0.084 -1.663
O: -0.698 -0.413 -2.247
C: 0.325 1.330 -0.764
N: 1.635 1.527 -0.115
H: 0.974 -0.681 -1.066
H: 1.106 0.370 -2.509
H: 0.088 2.189 -1.392
H: -0.459 1.103 -0.037
H: 2.350 1.398 -0.831
H: 1.727 2.516 0.125
H: -0.287 -0.960 2.428
H: -0.696 -1.371 0.996
O: -0.058 -1.611 1.737
H: 2.539 0.153 0.897
H: 2.222 -1.290 1.256
O: 2.972 -0.694 1.128
H: -3.044 0.958 1.088
H: -2.752 -0.500 1.090
O: -3.045 0.233 1.716
H: -2.109 -2.268 -0.258
H: -1.308 -0.747 -1.508
O: -1.960 -1.326 -0.071

## Properties
Lowest unoccupied orbital energy (eV): 3.608
Net charge: -1

(4)
Density functional theory data (ωB97M-V/def2-TZVPD) for the molecule C3H5NO3.

CARTESIAN COORDINATES (ANGSTROEM)
N: -0.052 -1.378 -0.150
C: -0.959 0.568 0.344
O: -1.983 0.459 0.939
C: 0.423 1.054 0.764
O: 1.284 0.491 -0.218
C: 0.397 -0.290 -0.979
O: -0.800 0.446 -1.080
H: -0.897 -1.831 -0.473
H: 0.602 -1.938 0.362
H: 0.375 2.140 0.655
H: 0.742 0.792 1.774
H: 0.869 -0.513 -1.939

## Properties
Lowest unoccupied orbital energy (eV): 0.826
SMILES: N[C@@H]1OCC(=O)O1